[1]
The following is a quantum chemistry calculation of a single C8H12 molecule in a non-equilibrium geometry, from OMol25.

Properties
* LUMO: 1.044 eV
* relative energy (zero: lowest compared OMol25 entry of this formula, charge and spin): 4.0 kcal per mole
* largest force on an atom: 2.8 eV Å⁻¹
* gap between HOMO and LUMO: 9.720 eV
* SMILES: C[C@]12CC=C[C@@]1(C)C2
* HOMO: -8.6756 eV

```
20
Properties=species:S:1:pos:R:3:forces:R:3:mulliken_charge:R:1
C -1.310 -1.483 0.423 0.046 0.185 -0.070 -1.641
C -0.178 -0.690 -0.152 2.480 -0.888 0.326 0.977
C 1.369 -1.224 0.129 -2.607 0.900 -0.389 -0.885
C 2.113 0.068 0.228 0.248 -0.032 0.095 -0.331
C 1.345 1.142 0.111 0.015 -0.118 0.075 -0.795
C -0.082 0.815 -0.135 -0.159 0.003 -0.098 1.172
C -1.133 1.722 0.447 0.052 -0.228 -0.005 -1.662
C -0.307 0.069 -1.435 -0.036 0.001 -0.091 -1.139
H -2.231 -0.906 0.366 -0.170 -0.052 0.019 0.351
H -1.123 -1.725 1.469 -0.030 -0.014 0.068 0.372
H -1.453 -2.413 -0.125 -0.036 -0.073 0.000 0.339
H 1.697 -1.847 -0.698 0.085 -0.152 -0.051 0.313
H 1.404 -1.797 1.056 0.032 -0.111 0.032 0.386
H 3.179 0.080 0.388 0.194 0.130 -0.013 0.431
H 1.679 2.165 0.169 0.161 0.183 0.005 0.412
H -2.097 1.570 -0.032 -0.112 0.022 0.005 0.330
H -0.844 2.762 0.311 -0.054 0.122 -0.034 0.471
H -1.245 1.538 1.516 -0.040 0.077 0.082 0.309
H -1.285 0.120 -1.891 -0.194 0.037 0.067 0.321
H 0.504 0.034 -2.148 0.123 0.008 -0.025 0.268
```
Forces are in eV/Å.

---

[2]
The following is a quantum chemistry calculation of a single C4H6N4 molecule in a non-equilibrium geometry, from OMol25.

Properties
* LUMO: 0.471 eV
* relative energy (zero: lowest compared OMol25 entry of this formula, charge and spin): 85.6 kcal per mole
* largest force on an atom: 4.7 eV Å⁻¹
* gap between HOMO and LUMO: 9.411 eV
* SMILES: N/N=C/C1C=NN=C1
* HOMO: -8.9407 eV

```
14
Properties=species:S:1:pos:R:3:forces:R:3:mulliken_charge:R:1
N 2.829 -0.048 -0.254 4.591 0.745 -0.099 -0.450
N 1.751 -0.181 0.445 -2.844 0.013 1.680 -0.113
C 0.642 -0.105 -0.192 2.617 -0.445 0.221 -0.495
C -0.627 -0.213 0.499 -1.820 1.819 -0.002 0.666
C -1.671 -1.155 -0.006 0.065 -1.345 1.224 -0.388
N -2.806 -0.612 -0.182 -0.403 -0.771 -1.540 -0.402
N -2.663 0.791 -0.220 1.821 0.590 1.381 -0.438
C -1.452 1.032 0.184 -1.449 0.030 0.026 -0.392
H 3.646 0.385 0.246 -1.404 -0.963 -0.402 0.266
H 2.744 0.396 -1.141 -0.265 0.326 -1.031 0.203
H 0.811 0.072 -1.256 -1.160 0.016 -0.282 0.409
H -0.533 -0.164 1.635 0.129 -0.684 -1.329 0.267
H -1.555 -2.238 -0.099 -0.078 0.342 0.259 0.407
H -1.118 2.040 0.341 0.201 0.327 -0.105 0.460
```
Forces are in eV/Å.

---

[3]
The following is a quantum chemistry calculation of 9 unconnected molecules or ions with the total composition H18O9 in a non-equilibrium geometry, from OMol25.

Properties
* spin multiplicity: 2
* LUMO (spin up / spin down): 2.686 / 2.933 eV
* relative energy (zero: lowest compared OMol25 entry of this formula, charge and spin): 11.4 kcal per mole
* charge: -1
* largest force on an atom: 1.3 eV Å⁻¹
* gap between HOMO and LUMO (spin up / spin down): 2.654 / 10.660 eV
* HOMO (spin up / spin down): 0.0319 / -7.7274 eV

```
27
Properties=species:S:1:pos:R:3:forces:R:3:mulliken_charge:R:1
O 0.176 -0.069 0.117 0.495 0.850 -0.762 -1.478
H 0.591 -0.767 0.624 -0.017 -0.664 0.092 0.350
H -0.759 -0.162 0.300 -0.732 0.227 0.286 0.505
O -2.489 0.015 1.074 0.312 -0.039 -1.245 0.098
H -2.420 -0.714 1.691 0.059 -0.814 0.719 0.133
H -2.935 0.704 1.567 -0.501 0.519 0.498 0.024
O 2.957 0.609 -1.906 0.139 0.351 -0.461 -0.701
H 2.572 1.107 -1.185 -0.062 0.254 0.372 0.371
H 2.793 -0.306 -1.680 0.102 -0.402 0.121 0.327
O 1.347 -2.127 1.258 0.247 -0.198 -0.195 -0.512
H 1.208 -3.022 1.569 -0.352 -0.413 0.165 0.232
H 1.984 -1.757 1.870 0.404 0.225 0.336 0.260
O -4.171 -0.466 -1.263 -0.530 -0.238 -0.537 -0.875
H -4.172 0.376 -1.718 0.034 0.181 -0.083 0.328
H -3.497 -0.374 -0.589 0.392 0.060 0.632 0.351
O 1.934 2.002 0.874 0.882 0.443 0.038 -0.744
H 1.457 1.181 0.754 -0.735 -0.394 -0.094 0.323
H 1.330 2.677 0.565 -0.230 0.100 0.007 0.313
O -0.362 -0.160 -2.804 -0.157 -0.179 -0.450 -0.651
H -0.808 0.525 -3.302 -0.097 0.100 -0.155 0.310
H -0.108 0.265 -1.985 0.282 -0.089 0.608 0.351
O -1.819 2.662 2.586 0.400 0.350 0.409 -1.046
H -1.671 2.242 1.738 0.207 -0.249 -0.376 0.379
H -2.761 2.831 2.609 -0.476 0.055 0.019 0.527
O 3.401 -2.102 -0.811 0.287 0.084 -0.115 -0.838
H 3.704 -2.796 -1.397 0.143 -0.094 -0.224 0.343
H 2.519 -2.374 -0.555 -0.497 -0.025 0.396 0.324
```
Forces are in eV/Å.

---

[4]
The following is a quantum chemistry calculation of a molecular structure, C11H7InN2O6 in a non-equilibrium geometry, from OMol25.

Properties
* LUMO: -8.480 eV
* relative energy (zero: lowest compared OMol25 entry of this formula, charge and spin): 0.0 kcal per mole
* charge: +2
* largest force on an atom: 4.9 eV Å⁻¹
* gap between HOMO and LUMO: 7.950 eV
* HOMO: -16.4306 eV

```
27
Properties=species:S:1:pos:R:3:forces:R:3:mulliken_charge:R:1
O 0.207 5.364 -5.985 0.312 -2.797 2.104 -0.138
C 0.308 4.450 -5.294 -0.307 2.756 -2.069 0.138
In 0.511 0.568 -2.138 0.011 0.830 -0.656 0.972
O -0.064 3.083 0.547 1.199 -1.225 -4.571 -0.101
C 0.210 2.722 -0.519 -1.154 1.337 4.596 0.248
C 0.337 -2.100 -2.415 -0.696 -3.073 0.090 0.228
O 0.136 -3.219 -2.316 0.611 3.212 -0.358 -0.062
C 3.050 1.306 -2.117 3.114 0.530 0.593 0.135
O 4.148 1.600 -2.077 -2.787 -0.649 -0.246 -0.025
C -2.015 0.774 -1.862 -3.438 -0.423 1.634 0.224
O -3.070 0.716 -1.429 3.130 0.293 -1.534 -0.047
H 0.646 1.419 -3.732 -0.314 -0.970 1.274 0.017
N -1.995 -1.329 3.938 -0.313 1.175 -1.274 -0.355
C -1.905 -0.601 2.760 0.342 -1.156 1.833 0.420
O -2.748 0.125 2.287 0.162 -0.229 0.193 -0.547
C -0.620 -0.840 2.009 0.321 -0.092 -1.242 -0.290
C 0.395 -1.770 2.278 -0.481 0.052 0.007 -0.232
C 1.431 -1.978 1.368 0.168 0.025 -0.356 -1.066
C 1.425 -1.278 0.164 0.481 0.331 1.314 -0.107
N 0.531 -0.282 -0.016 -0.848 -0.178 -1.614 -0.058
C -0.529 -0.114 0.827 1.706 0.176 0.076 0.187
H -2.799 -1.112 4.500 -0.191 -0.107 0.217 0.272
H -1.206 -1.738 4.418 -0.147 0.181 -0.219 0.184
H 0.337 -2.381 3.178 0.225 0.152 -0.162 0.343
H 2.253 -2.666 1.583 -0.442 0.079 -0.113 0.442
H 2.223 -1.434 -0.580 -0.496 0.158 0.396 0.529
H -1.201 0.714 0.624 -0.167 -0.387 0.087 0.687
```
Forces are in eV/Å.

---

[5]
The following is a quantum chemistry calculation of a molecular structure, C33H37AuO3P in a non-equilibrium geometry, from OMol25.

Properties
* LUMO (spin up / spin down): -5.328 / -5.327 eV
* relative energy (zero: lowest compared OMol25 entry of this formula, charge and spin): 37.5 kcal per mole
* charge: +1
* largest force on an atom: 2.6 eV Å⁻¹
* gap between HOMO and LUMO (spin up / spin down): 4.093 / 4.096 eV
* HOMO (spin up / spin down): -9.4219 / -9.4232 eV

```
75
Properties=species:S:1:pos:R:3:forces:R:3:mulliken_charge:R:1
Au 0.366 -0.085 0.280 0.082 0.490 -0.215 0.747
C 3.806 -2.259 1.387 -0.142 0.084 -0.030 -1.362
C 4.585 -1.643 0.255 -0.050 -0.173 0.153 1.319
C 5.736 -2.295 -0.175 0.015 0.011 0.000 -0.853
C 6.530 -1.779 -1.186 -0.067 0.012 0.029 -0.699
C 6.178 -0.584 -1.792 -0.035 0.043 0.050 -0.850
C 5.031 0.079 -1.386 -0.017 0.215 -0.213 -1.072
C 4.231 -0.434 -0.364 -0.478 -0.313 -0.036 1.019
P 2.743 0.478 0.176 -0.292 0.709 0.373 1.799
C 2.661 1.995 -0.834 0.038 -0.319 -0.027 1.188
C 2.204 1.744 -2.129 -0.005 -0.081 -0.183 -0.297
C 2.056 2.756 -3.058 0.009 0.003 0.102 -0.882
C 2.340 4.060 -2.677 0.023 -0.109 0.037 -0.773
C 2.775 4.320 -1.388 0.062 -0.113 -0.044 -0.821
C 2.958 3.307 -0.446 -0.026 0.113 0.225 0.026
C 3.449 3.700 0.923 0.040 -0.018 0.025 -1.354
C 3.026 0.789 1.938 -0.027 -0.164 0.149 0.140
C 4.303 0.886 2.487 0.029 -0.013 -0.235 -0.507
C 4.474 0.983 3.855 -0.198 0.025 0.108 -0.870
C 3.358 0.960 4.687 0.172 0.061 -0.105 -0.751
C 2.088 0.852 4.145 -0.200 0.017 -0.083 -0.757
C 1.907 0.773 2.764 0.110 -0.099 -0.039 0.493
C 0.515 0.710 2.214 0.250 0.234 -0.298 -2.066
H 4.300 -2.076 2.343 0.041 0.017 0.005 0.445
H 3.726 -3.338 1.253 0.025 0.015 -0.007 0.600
H 2.796 -1.854 1.472 0.069 -0.046 -0.032 -0.414
H 6.009 -3.232 0.295 -0.002 -0.003 0.023 0.495
H 7.418 -2.310 -1.499 0.012 -0.009 -0.010 0.426
H 6.787 -0.168 -2.582 -0.007 0.021 -0.003 0.469
H 4.769 1.008 -1.874 -0.057 -0.008 0.035 0.444
H 1.951 0.730 -2.423 0.005 -0.040 -0.017 0.505
H 1.709 2.534 -4.057 -0.020 -0.016 0.001 0.480
H 2.229 4.872 -3.383 -0.026 0.012 0.002 0.402
H 2.999 5.339 -1.101 -0.008 0.012 0.033 0.405
H 3.559 4.781 0.980 -0.016 -0.005 -0.002 0.497
H 4.420 3.259 1.150 0.031 -0.002 -0.039 0.272
H 2.769 3.388 1.715 -0.058 0.035 -0.024 0.281
H 5.170 0.860 1.837 -0.003 0.003 0.002 0.581
H 5.468 1.056 4.272 0.021 -0.010 0.024 0.472
H 3.481 1.014 5.760 -0.016 -0.006 0.005 0.431
H 1.224 0.825 4.797 -0.013 -0.007 0.033 0.518
H 0.088 1.700 2.049 -0.065 0.022 -0.147 0.426
H -0.155 0.102 2.820 -0.057 -0.197 -0.212 0.878
C -4.385 0.319 -0.302 -0.040 -0.100 0.002 -1.666
C -2.951 0.759 -0.213 0.000 2.627 0.250 0.721
O -2.070 -0.086 -0.239 1.457 -1.366 0.155 -0.133
C -2.641 2.218 -0.075 0.461 -1.210 -0.289 0.585
C -3.639 3.092 0.285 -0.477 1.805 0.402 -0.756
C -3.385 4.458 0.484 -0.640 -0.837 -0.018 -0.732
C -2.098 4.983 0.320 0.009 -0.414 -0.082 -0.574
C -1.073 4.154 -0.055 -0.358 -0.228 0.032 -0.276
C -1.312 2.756 -0.288 -1.246 0.747 0.541 0.065
O -0.372 2.047 -0.692 1.941 -1.710 -0.411 -0.479
H -4.400 -0.743 -0.524 -0.074 -0.065 -0.023 0.302
H -4.925 0.873 -1.071 0.057 -0.011 0.006 0.435
H -4.900 0.490 0.645 0.023 -0.010 0.022 0.390
H -4.645 2.724 0.431 -0.076 0.096 0.028 0.374
H -4.199 5.109 0.769 -0.028 0.002 0.017 0.378
H -1.922 6.037 0.483 0.011 0.091 0.016 0.445
H -0.062 4.513 -0.214 -0.059 -0.059 -0.008 0.388
C -2.406 -3.157 0.719 -0.109 0.015 0.081 -1.079
C -1.484 -3.111 -0.478 -0.019 0.079 -0.244 -0.340
O -0.169 -2.635 -0.147 -0.058 0.062 0.169 -0.186
C 0.656 -3.670 0.416 -0.056 0.231 0.079 -0.219
C 1.551 -4.276 -0.638 0.104 -0.036 -0.017 -1.243
H -3.381 -3.539 0.410 -0.013 0.029 -0.002 0.389
H -2.545 -2.161 1.141 0.025 -0.015 -0.072 0.121
H -2.041 -3.816 1.506 0.083 -0.068 0.005 0.422
H -1.871 -2.427 -1.233 0.029 -0.017 0.078 0.347
H -1.386 -4.097 -0.943 -0.014 -0.013 0.019 0.356
H 0.017 -4.424 0.881 0.013 -0.022 -0.034 0.394
H 1.241 -3.215 1.221 -0.073 -0.039 -0.116 0.187
H 0.973 -4.755 -1.428 -0.037 0.025 0.000 0.382
H 2.201 -5.033 -0.197 -0.002 -0.014 0.014 0.419
H 2.180 -3.509 -1.093 0.016 0.026 -0.011 0.156
```
Forces are in eV/Å.

---

[6]
The following is a quantum chemistry calculation of a molecular structure, C3H5NiO3 in a non-equilibrium geometry, from OMol25.

Properties
* spin multiplicity: 4
* LUMO (spin up / spin down): 0.387 / -1.190 eV
* relative energy (zero: lowest compared OMol25 entry of this formula, charge and spin): 16.6 kcal per mole
* largest force on an atom: 3.1 eV Å⁻¹
* gap between HOMO and LUMO (spin up / spin down): 7.107 / 8.428 eV
* HOMO (spin up / spin down): -6.7193 / -9.6174 eV

```
12
Properties=species:S:1:pos:R:3:forces:R:3:mulliken_charge:R:1
H -0.310 -1.467 -1.748 0.139 0.383 0.349 0.308
C -0.567 -1.467 -0.676 -0.010 -1.279 0.379 -1.058
C -1.605 -0.416 -0.348 0.594 0.013 0.038 -0.158
O -0.952 0.884 -0.541 0.612 0.759 0.100 -0.325
C 0.270 0.973 -0.057 2.482 0.093 -1.887 0.855
O 1.287 1.365 -0.616 -2.447 0.159 0.600 -0.547
Ni 1.200 -1.603 0.738 -1.228 0.277 -0.927 0.109
O 0.447 0.420 1.192 -0.986 -0.262 1.274 -0.416
H -1.076 -2.440 -0.560 0.273 0.095 0.241 0.441
H -1.960 -0.464 0.691 -0.006 -0.080 -0.320 0.239
H -2.451 -0.363 -1.048 0.219 -0.045 0.297 0.273
H 0.918 1.048 1.756 0.357 -0.112 -0.144 0.279
```
Forces are in eV/Å.

---

[7]
The following is a quantum chemistry calculation of a molecular structure, CHF3MgNO3S2Y in a non-equilibrium geometry, from OMol25.

Properties
* LUMO (spin up / spin down): -9.933 / -10.013 eV
* relative energy (zero: lowest compared OMol25 entry of this formula, charge and spin): 0.0 kcal per mole
* charge: +2
* largest force on an atom: 2.2 eV Å⁻¹
* gap between HOMO and LUMO (spin up / spin down): 4.505 / 5.466 eV
* HOMO (spin up / spin down): -14.4377 / -15.4792 eV

```
13
Properties=species:S:1:pos:R:3:forces:R:3:mulliken_charge:R:1
Y -0.169 1.673 2.852 0.113 -0.073 -1.164 1.749
N 0.727 1.234 -0.614 -0.594 -0.125 1.038 -0.387
S -0.504 2.444 -0.295 0.027 -0.653 -1.751 0.309
O -0.281 2.831 1.260 0.518 -0.715 2.032 -0.542
S 0.394 -0.129 -0.009 1.008 -0.580 -1.328 1.503
O 0.207 -0.181 1.556 -0.588 1.162 0.649 -0.686
O 1.454 -1.175 -0.191 -1.157 1.179 0.336 -0.772
C -1.252 -0.925 -0.601 -0.187 -0.270 -0.799 0.700
F -2.212 -0.652 0.249 -0.114 0.241 0.489 -0.187
F -1.537 -0.442 -1.785 0.274 0.153 0.166 -0.159
F -1.063 -2.223 -0.672 0.201 0.009 0.225 -0.172
Mg 1.716 -1.664 1.758 0.499 -0.328 0.119 0.621
H 2.520 -0.790 -3.509 0.001 0.000 -0.012 0.021
```
Forces are in eV/Å.

---

[8]
The following is a quantum chemistry calculation of a single C3H6S4 molecule in a non-equilibrium geometry, from OMol25.

Properties
* LUMO (spin up / spin down): -0.710 / -1.000 eV
* relative energy (zero: lowest compared OMol25 entry of this formula, charge and spin): 36.9 kcal per mole
* largest force on an atom: 5.0 eV Å⁻¹
* gap between HOMO and LUMO (spin up / spin down): 6.843 / 6.258 eV
* HOMO (spin up / spin down): -7.5528 / -7.2579 eV

```
13
Properties=species:S:1:pos:R:3:forces:R:3:mulliken_charge:R:1
C 0.113 -0.439 0.550 0.607 -0.123 -4.436 -1.051
C -1.245 -0.659 -0.079 -0.644 3.029 -0.692 -0.785
C 0.626 0.893 0.112 -0.155 1.195 -0.983 0.469
S -2.390 0.735 0.518 0.329 -1.851 -0.241 -0.067
S -1.562 2.131 -0.612 1.301 -0.156 0.135 -0.122
S 1.376 0.940 -1.500 0.258 0.232 0.269 -0.096
S 1.265 1.989 1.305 -1.358 -3.545 3.248 -0.133
H -0.054 -0.614 1.521 0.426 -0.307 3.888 0.469
H 0.751 -1.217 0.010 -0.452 0.791 1.344 0.258
H -1.084 -0.567 -1.147 -0.662 0.137 -0.327 0.357
H -1.658 -1.572 0.138 -0.958 -2.281 0.726 0.496
H 1.230 -0.353 -1.781 -0.024 -0.189 -0.096 0.099
H 1.671 2.890 0.591 1.332 3.069 -2.835 0.106
```
Forces are in eV/Å.